15
Properties=species:S:1:pos:R:3:forces:R:3:lowdin_charge:R:1 method="wB97M-V/def2-TZVPD" homo_ev=-7.456 total_energy_ev=-9197.4157 charge=0 max_force_ev_per_a=4.74 e_lumo_ha=0.032 orbital_gap_ev=8.3 relative_energy_ev=4.218
N -1.3035 2.1337 0.3978 0.7996 2.1464 -1.4989 0.11
C -1.2022 0.9274 0.2660 0.7711 -1.6103 0.4461 -0.19
C -0.9515 -0.3665 0.1330 -0.7332 -0.4156 1.4852 -0.44
N -1.2120 -1.0694 -1.0329 -1.1424 0.1800 -1.7519 0.07
N -0.4860 -1.3086 1.1778 1.7784 3.4182 -2.7650 0.09
H -0.4924 2.6891 -0.0916 -1.2038 -1.2490 1.4131 0.09
H -2.1208 -1.0696 -1.5351 0.9400 0.4538 1.0126 0.11
H -0.9244 -1.9867 -0.8452 0.3968 -1.5391 -0.3325 0.05
H -0.1776 -0.8208 1.9741 0.2271 0.2573 1.2345 0.05
H -1.1274 -1.9985 1.3363 -2.1187 -1.8409 0.7911 0.04
C 1.7535 0.7568 0.1762 -1.7659 1.2028 -0.6482 -0.15
N 1.8013 1.6763 -0.7100 1.5780 -2.5203 -0.2678 0.02
H 1.2561 0.8704 1.2090 1.5726 -0.1213 -1.0794 0.09
H 1.9456 -0.2166 -0.2712 -0.2840 -0.4151 0.7778 0.06
H 1.8700 2.6139 -0.4639 -0.8155 2.0532 1.1833 0.00